A 12-piece molecular cluster, H24O12 overall in a non-equilibrium geometry, computed with wB97M-V/def2-TZVPD.

```
36
Properties=species:S:1:pos:R:3:forces:R:3
O -1.931 1.336 -1.343 0.4 -0.5 0.4
H -1.943 0.989 -0.431 0.1 0.5 0.1
H -2.815 1.681 -1.435 -0.4 0.3 -0.2
O 1.632 -3.343 0.076 -0.3 0.6 -1.0
H 2.052 -3.973 0.624 0.7 -1.1 0.8
H 1.246 -2.705 0.683 -0.5 0.5 0.2
O -2.803 -1.389 1.590 -1.5 -0.5 1.0
H -3.485 -1.888 2.127 1.4 0.8 -1.0
H -2.051 -1.965 1.419 0.1 -0.1 0.0
O 2.730 0.749 -1.370 0.3 0.2 -0.5
H 1.949 0.194 -1.473 -0.6 -0.3 0.0
H 3.105 0.748 -2.258 0.2 0.0 0.0
O 0.932 2.679 -0.578 0.9 0.2 0.9
H 0.127 2.833 -1.040 -1.1 0.0 -0.7
H 1.587 2.293 -1.165 0.1 -0.2 -0.3
O -1.773 1.330 1.626 1.8 -1.0 0.3
H -2.134 0.461 1.890 -0.2 0.3 -0.1
H -0.770 1.239 1.825 -1.5 0.7 -0.2
O 0.234 -3.215 -2.663 0.5 0.2 1.3
H 0.511 -3.635 -1.823 0.2 0.6 -0.2
H -0.106 -3.950 -3.142 -0.6 -0.7 -0.9
O 0.075 -0.481 -1.942 -0.1 -0.5 0.2
H -0.774 -0.010 -1.829 0.2 0.1 -0.3
H -0.127 -1.396 -2.236 0.2 0.4 -0.1
O 3.166 -0.259 1.153 0.5 1.3 0.2
H 3.422 0.273 0.369 -0.3 -0.6 0.4
H 2.989 -1.129 0.827 -0.2 -0.8 -0.4
O -3.273 3.671 1.227 0.2 0.1 0.1
H -2.634 3.071 1.644 -0.2 -0.4 -0.2
H -2.826 4.519 1.288 -0.1 0.2 -0.1
O 0.975 1.470 1.821 1.3 -0.8 -1.8
H 1.032 1.796 0.844 -0.3 -0.2 1.9
H 1.765 0.841 1.863 -1.3 0.8 0.0
O -0.012 -1.318 0.781 -0.6 1.4 1.6
H 0.089 -1.112 -0.150 0.0 0.3 -0.8
H -0.163 -0.407 1.200 0.7 -1.8 -0.8
```
Forces are in eV/Å.

Results
Max |F|: 0.0450 hartree/bohr
Energy above the lowest of the compared OMol25 structures with the same formula, charge and spin: 6.8 kJ/mol
Total energy: -917.32278 Eh
Structure (SMILES): O.O.O.O.O.O.O.O.O.O.O.O

Quick look at the natural (NBO) charges, all values in e: atom 1 (O): -0.989, atom 2 (H): 0.506, atom 3 (H): 0.492, atom 4 (O): -0.981, atom 5 (H): 0.471, atom 6 (H): 0.501, atom 7 (O): -0.979, atom 8 (H): 0.485, atom 9 (H): 0.501, atom 10 (O): -0.984, atom 11 (H): 0.514, atom 12 (H): 0.486, atom 13 (O): -0.966, atom 14 (H): 0.497, atom 15 (H): 0.500, atom 16 (O): -1.031, atom 17 (H): 0.501, atom 18 (H): 0.504, atom 19 (O): -0.967, atom 20 (H): 0.501, atom 21 (H): 0.476, atom 22 (O): -1.027, atom 23 (H): 0.513, atom 24 (H): 0.513, atom 25 (O): -0.974, atom 26 (H): 0.504, atom 27 (H): 0.478, atom 28 (O): -0.964, atom 29 (H): 0.496, atom 30 (H): 0.459, atom 31 (O): -1.034, atom 32 (H): 0.507, atom 33 (H): 0.512, atom 34 (O): -1.018, atom 35 (H): 0.496, atom 36 (H): 0.499